Arrangement i

DFT (wB97M-V/def2-TZVPD) results for a 2-piece molecular cluster, C6H18N3 overall.

Output
LUMO energy in eV: -4.023
Kohn-Sham gap in eV: 9.2
E_HOMO in Eh: -0.4871
Net charge: +1

CARTESIAN COORDINATES (ANGSTROEM)
C -1.190 1.283 0.923
H -0.743 0.958 2.954
H 0.712 2.181 0.290
H -1.262 1.042 -2.163
H -2.373 0.101 -0.119
H 2.281 -0.363 -1.760
H 2.553 -0.232 1.153
C 1.051 -1.194 -0.168
C -1.936 1.537 -1.481
H -0.060 -2.511 1.224
H 0.545 -0.518 0.603
C 0.118 -2.373 0.170
H 0.460 0.008 -1.829
H 2.893 -2.042 0.919
N -0.017 2.166 0.893
H 0.866 -1.598 -2.205
H -1.589 2.527 -1.796
H -0.807 -2.522 -0.234
C 2.464 -1.127 0.462
H 0.581 -3.289 -0.225
N -1.545 0.934 2.220
H 3.224 -0.841 -0.197
H -2.510 1.145 2.514
C 1.185 -0.696 -1.567
H -2.884 1.382 -1.924
N -2.004 1.039 -0.118
H -0.013 3.003 1.461

=====

Arrangement ii

DFT (wB97M-V/def2-TZVPD) results for a 2-piece molecular cluster, C6H18N3 overall.

Output
LUMO energy in eV: -3.071
Kohn-Sham gap in eV: 10.5
E_HOMO in Eh: -0.4986
Net charge: +1

CARTESIAN COORDINATES (ANGSTROEM)
H 1.955 0.761 1.367
H -1.987 -0.153 2.936
H -1.773 1.917 -1.006
N -2.362 0.126 -0.196
C 1.675 -0.401 -0.504
C 1.052 -1.573 0.255
H 1.817 -2.349 0.417
H -1.751 1.960 2.405
H -1.108 0.578 -1.842
H -2.896 -0.717 -0.340
H 0.388 -2.205 -0.336
C 2.424 -0.775 -1.768
H 1.903 -0.586 -2.704
H 3.443 0.129 0.571
C -2.136 0.470 1.056
C -2.039 0.937 -1.387
H 0.716 -1.342 1.266
N -2.312 -0.447 2.027
H -2.181 2.526 0.930
H -2.100 -1.418 1.845
H 2.710 -1.817 -1.830
H -2.807 0.788 -2.126
H 0.758 0.109 -0.836
N -1.846 1.716 1.431
C 2.444 0.538 0.425
H 2.675 1.409 -0.200
H 3.337 -0.182 -1.857

=====

Arrangement iii

DFT (wB97M-V/def2-TZVPD) results for a 2-piece molecular cluster, C6H18N3 overall.

Output
LUMO energy in eV: -3.540
Kohn-Sham gap in eV: 9.7
E_HOMO in Eh: -0.4853
Net charge: +1

CARTESIAN COORDINATES (ANGSTROEM)
H -4.003 1.108 -1.315
H 2.707 -0.995 -1.566
N -0.575 -1.310 0.333
H 3.331 -1.244 0.369
H 3.141 1.195 -0.948
H -2.292 0.830 -1.048
H 2.678 -0.479 1.888
C -3.217 0.859 -0.608
H -1.073 1.053 1.862
H 1.208 -1.835 -1.249
H 1.233 -0.254 -2.361
H 0.550 1.720 1.497
H 1.414 1.895 -0.781
N -3.232 -0.452 0.059
N -0.120 0.974 1.430
H -3.914 -0.517 0.970
C 1.624 -0.740 -1.348
C 0.253 0.057 0.574
H 1.912 -1.947 1.132
H -0.286 -1.640 -0.614
C 1.629 0.029 -0.049
H -3.474 1.566 0.084
H 2.612 1.750 0.656
C 2.424 -0.946 0.860
H -3.619 -1.171 -0.579
H -1.636 -1.378 0.509
C 2.221 1.455 -0.271

=====

Relative energies, unit hartree: arrangement i 0.0982; arrangement ii 0.0000; arrangement iii 0.1030

=====

Arrangement i

DFT (wB97M-V/def2-TZVPD) results for one molecule with the formula C9H14N4O3.

Output
SMILES: C[C@H](N)C(=O)N[C@@H](Cc1c[nH]cn1)C(=O)O
LUMO energy in eV: 0.483
Kohn-Sham gap in eV: 9.5
E_HOMO in Eh: -0.3299

CARTESIAN COORDINATES (ANGSTROEM)
H 1.307 0.829 2.562
H -0.444 0.493 0.861
C 2.185 1.292 -1.562
H 2.684 0.423 -1.201
N -2.006 -2.208 -2.104
C 0.935 1.597 -0.553
H 0.028 -2.476 1.496
O -0.275 0.165 3.857
H -2.238 -0.711 3.469
H 1.246 -1.707 0.426
H -0.642 -3.757 -1.266
N -1.523 -0.552 -0.730
C -1.027 -2.719 -1.255
O -1.749 -0.839 2.689
H -2.381 -2.679 -2.881
H -0.689 2.939 -0.686
H 0.715 3.607 -0.802
N 1.336 0.552 1.597
C 0.175 -1.650 0.687
H 2.856 2.135 -1.583
H -3.139 -0.499 -2.426
H 1.861 1.157 -2.703
H 0.256 0.732 -0.739
C -0.822 -1.618 -0.409
N 0.247 2.771 -1.149
C 1.570 1.633 0.806
C -2.368 -0.928 -1.768
O 2.400 2.517 1.037
C 0.130 -0.197 1.509
C -0.630 -0.301 2.821

=====

Arrangement ii

DFT (wB97M-V/def2-TZVPD) results for one molecule with the formula C9H14N4O3.

Output
SMILES: C[C@H](NC(=O)[C@@H](N)Cc1c[nH]cn1)C(=O)O
LUMO energy in eV: 0.622
Kohn-Sham gap in eV: 9.9
E_HOMO in Eh: -0.3399

CARTESIAN COORDINATES (ANGSTROEM)
C -2.074 -1.607 1.143
H -0.073 2.210 -0.407
C -2.376 -1.033 -0.277
C 1.196 1.145 2.450
H -3.296 -0.411 -0.154
H -1.618 0.900 -0.864
H -2.737 -1.682 -2.354
H -3.593 -2.617 -0.958
H 0.472 1.338 3.234
C 2.076 0.793 -0.968
H 3.985 0.098 1.299
C -2.682 -2.123 -1.346
H 0.871 0.635 -2.736
H 2.570 -0.136 -1.280
C 2.974 0.491 1.421
H -1.910 -2.915 -1.309
H -0.713 -0.274 1.211
C 2.002 0.814 0.544
H 2.904 0.489 3.537
O -2.752 -2.495 1.597
C 0.694 0.809 -1.665
H 0.361 2.905 -1.820
N 2.449 0.715 2.676
N -1.348 -0.076 -0.740
H 2.678 1.678 -1.363
O 0.315 -1.551 -1.226
N -0.039 2.069 -1.419
O -1.082 -1.020 1.780
N 0.882 1.237 1.205
C -0.136 -0.387 -1.211

=====

Relative energies, unit hartree: arrangement i 0.0919; arrangement ii 0.0000

=====

Arrangement i

DFT (wB97M-V/def2-TZVPD) results for a 2-piece molecular cluster, C4H14N3O overall.

Output
LUMO energy in eV: -3.472
Kohn-Sham gap in eV: 8.8
E_HOMO in Eh: -0.4528
Net charge: +1

CARTESIAN COORDINATES (ANGSTROEM)
C 1.212 1.372 -1.277
H -1.938 -2.025 -0.237
H 2.060 0.695 -1.315
O -2.487 0.379 1.347
N 0.448 1.163 -0.133
H -0.079 1.953 0.204
C 0.083 -1.846 -0.322
C 0.861 0.242 0.927
N -1.202 -2.037 0.466
H -0.186 -1.299 -1.220
H -2.434 0.847 2.185
H 0.386 -2.827 -0.666
C 1.197 -1.143 0.412
H -1.407 -1.247 1.097
H -1.245 -2.888 1.024
H 2.019 -1.042 -0.302
H 0.037 0.197 1.642
H -3.073 0.867 0.759
N 1.037 2.239 -2.169
H 1.634 -1.743 1.206
H 1.717 0.649 1.461
H 0.200 2.796 -1.997

=====

Arrangement ii

DFT (wB97M-V/def2-TZVPD) results for a 2-piece molecular cluster, C4H14N3O overall.

Output
LUMO energy in eV: -2.637
Kohn-Sham gap in eV: 10.2
E_HOMO in Eh: -0.4736
Net charge: +1

CARTESIAN COORDINATES (ANGSTROEM)
H -0.381 2.197 1.169
N 0.471 -1.303 -0.493
H -0.927 4.164 -1.791
H -1.011 -0.151 1.594
O -0.257 -3.983 -0.223
H 1.856 -0.926 1.076
H -0.319 -0.683 -0.763
H -0.463 -4.670 -0.871
H -1.417 1.920 -2.322
N -0.666 3.469 -1.108
H 0.414 0.451 2.436
H 0.592 -1.936 1.538
C 0.096 1.406 0.585
C -0.881 2.171 -1.410
H 0.108 3.691 -0.500
N -0.567 1.162 -0.684
H 1.155 1.676 0.446
H 0.294 -2.310 -0.645
C 0.012 0.163 1.473
C 0.787 -1.039 0.953
H -0.146 -4.478 0.600
H 1.250 -0.991 -1.063

=====

Relative energies, unit hartree: arrangement i 0.0388; arrangement ii 0.0000

=====

Arrangement i

DFT (wB97M-V/def2-TZVPD) results for one molecule with the formula C4H6N2S.

Output
SMILES: [H]/N=C(\CC#C)NS
LUMO energy in eV: 0.805
Kohn-Sham gap in eV: 9.8
E_HOMO in Eh: -0.3308

CARTESIAN COORDINATES (ANGSTROEM)
H 2.138 0.467 0.762
H 1.341 -0.130 -2.078
H -0.031 2.540 2.493
S 2.298 -0.608 0.014
N 1.069 -0.315 -1.118
N -0.929 -0.629 -2.045
C -0.431 0.746 1.157
C -0.148 1.685 1.846
C -0.781 -0.501 0.448
H -1.934 -0.787 -1.984
H -1.920 -0.628 0.425
H -0.393 -1.360 1.058
C -0.279 -0.480 -0.976

=====

Arrangement ii

DFT (wB97M-V/def2-TZVPD) results for one molecule with the formula C4H6N2S.

Output
LUMO energy (spin up / spin down) in eV: -1.403 / -0.600
Kohn-Sham gap (spin up / spin down) in eV: 6.2 / 7.4
E_HOMO (spin up / spin down) in Eh: -0.2812 / -0.2950

CARTESIAN COORDINATES (ANGSTROEM)
S 1.206 0.613 -0.818
N -1.608 -0.276 -0.863
C 2.528 1.098 1.483
N 2.767 1.839 2.334
C -0.925 0.789 -0.242
H -1.837 -0.017 -1.804
C 2.052 0.150 0.563
H -1.075 -1.986 0.244
H -0.550 0.650 0.782
H 2.078 -0.786 1.026
H -1.763 -2.196 -1.404
H -1.358 1.720 -0.681
C -1.517 -1.599 -0.618

=====

Relative energies, unit hartree: arrangement i 0.0000; arrangement ii 0.0618

=====

Arrangement i

DFT (wB97M-V/def2-TZVPD) results for one molecule with the formula CH5NO.

Output
SMILES: CON
LUMO energy in eV: 1.046
Kohn-Sham gap in eV: 10.3
E_HOMO in Eh: -0.3396

CARTESIAN COORDINATES (ANGSTROEM)
H 1.168 0.340 1.041
H 1.346 1.302 -0.467
H -1.273 -0.904 0.863
O -0.708 0.771 -0.036
H -1.141 -1.013 -0.786
H 1.098 -0.496 -0.582
N -1.434 -0.405 -0.017
C 0.943 0.405 -0.016

=====

Arrangement ii

DFT (wB97M-V/def2-TZVPD) results for a 2-piece molecular cluster, CH5NO overall.

Output
SMILES: C=N.O
LUMO energy in eV: 0.930
Kohn-Sham gap in eV: 11.4
E_HOMO in Eh: -0.3833

CARTESIAN COORDINATES (ANGSTROEM)
O -3.202 -0.138 -0.119
H -2.481 -0.751 0.062
H 2.847 1.043 -0.537
C 2.484 0.127 -0.106
H -3.113 0.071 -1.052
H 3.071 -0.787 -0.054
N 1.308 0.160 0.353
H 1.082 -0.747 0.741

=====

Relative energies, unit hartree: arrangement i 0.0683; arrangement ii 0.0000